No. 1
ORCA calculation (ωB97M-V/def2-TZVPD) on 4 unconnected molecules or ions with the total composition C16H24F3O10.

Calculated values
Total charge   -1
2S+1   1
E_LUMO   2.18 eV
HOMO energy   -1.1 eV
Kohn-Sham gap   3.30 eV
Molecular weight   433.35 g/mol

```
53
Properties=species:S:1:pos:R:3:forces:R:3:nbo_charge:R:1
C 0.2397 1.3345 -2.2262 -0.11 0.23 -0.21 -0.40
C -4.2682 1.4906 -3.8310 0.06 0.17 -0.01 -0.43
O -3.3505 0.3308 -1.8683 0.08 0.10 0.11 -0.62
C -4.1104 0.1993 -3.0153 -0.14 -0.25 -0.04 -0.06
C 3.3343 -5.9182 4.1385 0.06 0.01 0.10 0.45
H 0.9609 5.5194 2.3803 -0.05 -0.05 0.07 0.20
H 0.2201 1.4672 -1.1390 0.11 -0.09 0.05 0.17
H -1.2013 1.0848 -3.7859 0.01 0.02 -0.04 0.16
F -0.0959 5.3427 -0.4003 0.06 -0.05 -0.03 -0.32
O 0.5743 3.4871 2.4155 0.04 0.00 0.02 -0.50
O 5.6528 -5.5949 6.5944 0.04 -0.03 0.02 -0.56
C 0.8370 4.6879 1.6926 0.03 -0.01 0.02 -0.13
H -1.7234 2.0931 -2.4437 -0.01 0.01 0.00 0.14
C -4.5161 2.7298 -2.9699 -0.06 0.07 -0.01 -0.62
H -4.0959 3.6233 -3.4352 -0.04 0.07 -0.02 0.19
H -1.5689 -0.0487 -1.0080 -0.10 -0.07 0.15 0.10
O -0.7690 3.4524 0.6389 -0.17 -0.09 0.22 -0.47
C 0.8675 2.5654 -2.8867 -0.07 -0.10 0.17 -0.60
H 1.1215 2.3430 -3.9240 0.03 0.09 -0.08 0.19
H -0.5032 -3.4009 0.6609 0.02 -0.03 0.05 0.20
C -1.2031 1.1430 -2.6869 -0.02 0.23 -0.04 -0.46
O 2.0796 -1.5078 -1.5086 0.37 -0.20 0.04 -0.55
C 1.5054 -1.8534 -0.5369 -0.39 0.07 0.03 0.97
C -1.9235 -0.0397 -2.0481 0.06 -0.15 -0.04 -0.41
H 1.7720 2.9019 -2.3734 0.11 -0.03 -0.04 0.18
H -3.3746 1.6465 -4.4384 0.03 -0.02 0.04 0.20
F 3.1786 -6.7946 3.1202 0.10 -0.02 -0.04 -0.32
O 4.8225 -4.3545 4.9076 0.02 0.01 -0.05 -0.49
O 0.1919 -1.7241 -0.3144 0.14 -0.05 -0.12 -0.44
H 1.7329 4.5645 1.0822 -0.01 0.03 -0.06 0.20
C 4.9702 -5.4843 5.6332 -0.02 0.01 -0.14 0.97
H -5.5821 2.9093 -2.8130 -0.07 -0.03 0.05 0.18
H -1.2188 5.3533 1.2402 0.00 0.07 -0.06 0.15
H -5.1159 -0.1532 -2.7317 -0.06 0.06 0.10 0.13
C 1.1693 -2.4266 1.6152 0.10 0.09 -0.16 0.44
C -0.1584 -2.3901 0.8877 -0.08 0.01 0.04 -0.13
O 2.1095 -2.4288 0.5703 0.05 0.16 0.08 -0.52
O -0.6223 1.6302 1.9807 -0.01 -0.07 0.00 -0.55
O 4.2053 -6.4808 5.1055 -0.13 0.04 0.12 -0.50
C -0.3096 2.7333 1.6998 0.16 0.15 -0.16 0.97
H 3.4132 -3.8373 3.4663 0.02 0.06 0.11 0.23
H -3.6554 -0.5745 -3.6482 -0.03 -0.06 -0.08 0.17
F 1.3398 -3.5670 2.3598 -0.05 -0.09 0.01 -0.36
H 1.3545 -1.5711 2.2671 -0.03 -0.07 0.11 0.15
H 2.3604 -5.7447 4.5983 -0.06 -0.04 -0.08 0.15
C 4.0693 -4.6594 3.7261 0.01 0.03 -0.04 -0.13
H 0.8562 0.4665 -2.4609 -0.10 -0.15 0.16 0.21
H 4.7515 -4.8697 2.9018 -0.02 -0.05 -0.03 0.20
H -0.9372 -1.8357 1.4028 0.03 0.11 -0.07 0.22
H 0.1547 3.3921 -2.8802 0.02 0.09 -0.03 0.19
H -5.1097 1.3637 -4.5188 0.05 -0.09 -0.16 0.18
H -4.0454 2.6064 -1.9968 0.06 -0.03 0.02 0.23
C -0.3861 4.7977 0.8040 -0.03 -0.09 -0.03 0.45
```
Forces are in eV/Å.



No. 2
ORCA calculation (ωB97M-V/def2-TZVPD) on a molecular structure, C16H24F6NO7PS3Ti.

Calculated values
Total charge   -1
2S+1   4
E_LUMO (alpha / beta)   2.46 / 1.52 eV
HOMO energy (alpha / beta)   -4.2 / -5.4 eV
Kohn-Sham gap (alpha / beta)   6.68 / 6.89 eV
Molecular weight   631.40 g/mol

```
59
Properties=species:S:1:pos:R:3:forces:R:3:lowdin_spin:R:1
C -2.0026 -0.8338 1.8721 -0.13 -0.05 -0.13 0.02
H -3.9309 -1.9908 0.2795 0.00 0.00 0.00 0.00
H -1.3167 3.5207 1.3393 0.01 0.01 0.00 0.00
H -2.8862 -2.7996 1.9595 0.00 -0.01 0.02 0.00
H -1.6047 -4.2530 0.3395 -0.03 0.01 0.00 0.00
F 2.1047 2.9974 -2.6702 0.22 -0.10 -0.02 0.00
C -2.1332 -2.2014 2.4727 0.11 0.08 -0.05 -0.01
H -0.9081 0.0410 4.5007 0.02 0.00 0.01 0.01
O 2.1130 -1.8184 0.1328 0.01 0.01 0.20 0.00
H 3.9691 -2.5450 0.4626 0.02 -0.02 -0.02 0.00
F 4.3857 1.1710 -1.8577 -0.12 -0.04 0.02 0.00
O 1.1044 0.6680 0.8896 1.18 0.18 0.91 0.04
C 2.3327 3.9807 -1.7929 -0.32 -0.14 -0.20 0.00
O 1.1250 -2.6682 -2.0086 -0.32 -0.13 -0.24 0.00
F 3.6431 4.1604 -1.6860 0.06 0.06 0.14 0.00
C -2.9285 2.0261 -0.4024 -0.02 -0.07 0.09 0.00
C -0.3253 0.0794 3.5733 -0.02 0.00 -0.10 0.04
S 1.5160 3.5912 -0.1510 0.24 0.45 -0.05 0.00
H -1.8474 -2.8041 -0.6670 -0.02 -0.01 0.01 0.00
C 3.8582 0.1170 -2.4663 1.03 -0.13 -0.47 0.00
C 1.3760 -2.0934 -3.2945 0.04 0.03 0.01 0.00
C -2.6567 -0.3171 0.7252 0.02 -0.04 0.10 0.32
H 0.3669 0.9179 3.6236 0.00 -0.01 0.00 0.00
H -3.5259 -0.9793 -1.1190 -0.02 0.00 0.00 0.02
C -1.4153 1.3875 1.5631 -0.14 -0.09 0.32 0.18
Ti 0.4800 0.9301 -0.8984 -0.62 -1.83 -1.77 0.98
H 0.2729 -0.8331 3.5194 0.01 0.01 0.03 0.01
C -2.2334 1.0623 0.5185 -0.28 0.05 -0.07 0.06
O 1.1501 4.9073 0.2865 -0.13 -0.09 0.21 0.00
F 3.6051 0.5831 -3.7008 -0.08 -0.07 0.15 0.00
H -3.7667 2.5087 0.1133 0.00 0.02 -0.04 0.00
H -3.3265 1.5174 -1.2797 0.03 0.02 -0.03 0.00
H -1.5251 2.9330 2.9999 -0.01 0.03 -0.01 0.01
C -1.0301 2.7411 2.0419 0.17 -0.01 -0.08 0.03
O 0.0647 -3.1165 0.1050 -0.35 0.07 0.07 0.00
S 2.6367 1.0753 0.9030 0.12 0.40 0.74 0.01
H -2.2502 2.8051 -0.7485 -0.02 0.02 -0.01 0.00
H 2.9944 -3.5237 -0.6654 0.03 -0.01 -0.01 0.00
H -2.4190 -2.1347 3.5255 -0.02 -0.03 0.00 0.00
C -3.7485 -0.9681 -0.0491 0.04 0.02 -0.03 0.06
H 0.0454 2.8180 2.2182 0.00 -0.01 0.01 0.01
H -4.6806 -0.4048 0.0720 0.00 -0.01 -0.02 0.02
N 2.4315 2.8219 0.7717 -0.32 -0.17 -0.40 0.01
C -1.1595 -3.6177 -0.4229 0.09 -0.01 -0.05 0.00
F 1.7879 5.0883 -2.3104 0.11 0.10 0.05 0.00
H -1.1832 -2.7409 2.4254 -0.03 -0.04 -0.01 0.00
H 2.4458 -1.9385 -3.4191 0.01 0.01 0.02 0.00
P 0.7344 -1.8513 -0.6690 0.80 -0.32 -0.04 0.01
C -1.2177 0.1749 2.3845 0.09 0.15 0.04 0.26
S -1.8643 -0.1520 -3.2268 -0.10 -0.01 -0.29 0.42
H 2.6541 -3.5718 1.0859 -0.02 -0.02 -0.01 0.00
O 3.1337 0.9178 2.2616 -0.14 0.04 -0.01 0.00
H 1.0069 -2.8018 -4.0356 0.00 -0.02 0.01 0.00
C -0.7525 0.5258 -2.3559 -0.59 -0.09 -0.05 0.43
H -0.9697 -4.2042 -1.3233 0.00 0.01 -0.01 0.00
C 2.9790 -2.9436 0.2561 -0.03 0.07 0.03 0.00
F 2.1140 0.3461 -1.8425 -1.32 0.62 0.49 0.04
H 0.8630 -1.1440 -3.4161 0.02 0.03 0.01 0.00
O 0.3141 2.8366 -0.7427 0.71 1.10 0.51 0.03
```
Forces are in eV/Å.



No. 3
ORCA calculation (ωB97M-V/def2-TZVPD) on 3 unconnected molecules or ions with the total composition C16H24INO2PS.

Calculated values
Total charge   -1
2S+1   1
E_LUMO   2.49 eV
HOMO energy   -5.0 eV
Kohn-Sham gap   7.50 eV
Molecular weight   452.32 g/mol

```
46
Properties=species:S:1:pos:R:3:forces:R:3:nbo_charge:R:1
S -2.0286 1.5278 -2.0620 -4.53 3.18 1.08 1.72
C 1.0838 3.2188 5.1066 -0.03 -0.03 -0.04 -0.22
C -0.2326 2.9712 3.1056 -0.03 0.03 0.02 -0.22
H -1.9510 -4.1730 1.7882 0.02 0.00 -0.02 0.21
H 1.2788 3.7243 6.0452 -0.01 -0.02 -0.02 0.20
C 0.5734 -4.5651 -1.1106 -0.03 -0.02 0.07 -0.20
O -3.4111 1.8510 -2.6012 2.07 -1.39 0.44 -1.00
H 2.4422 1.9956 -0.3276 -0.74 0.32 -0.11 0.18
H 0.7827 -0.9034 -2.0648 0.30 0.63 0.13 0.23
C 1.6566 1.5300 3.4892 -0.05 0.06 0.03 -0.24
H 0.4006 1.4327 1.7493 -0.01 0.06 0.01 0.21
C 1.1213 1.3494 -2.0271 0.98 1.16 0.76 0.35
C -1.2446 -4.2866 0.9745 0.04 -0.02 -0.06 -0.22
H -3.1577 -0.6019 -1.5339 0.65 0.80 0.00 0.24
H -1.4292 -0.7173 -1.1324 -0.34 0.69 0.12 0.23
H -0.6260 4.4292 4.6327 0.02 -0.02 -0.02 0.21
C -0.6373 -3.9179 -1.3260 0.00 0.01 0.00 -0.22
H 2.2753 3.1332 -1.6912 -0.53 -0.40 0.58 0.23
H 0.8958 3.0278 -0.5527 0.28 -0.67 -0.18 0.25
H -1.0665 3.2795 2.4861 0.06 -0.02 -0.03 0.23
H -1.1407 2.5437 -4.2418 0.30 -0.24 0.50 -0.05
H -0.8731 -3.5214 -2.3068 0.02 0.02 0.04 0.23
H 0.1946 -5.3446 2.1665 0.00 0.03 -0.03 0.21
I 0.4537 0.8451 -6.0236 0.40 -0.20 -0.98 -0.42
P -0.7878 1.1958 -3.8461 0.33 -1.13 -1.50 0.64
C 1.6972 2.4345 -1.0327 1.22 -0.47 -1.32 -0.69
H 0.9617 -0.1707 -0.4291 0.18 0.17 -0.82 0.21
H 1.8149 -5.5872 0.3131 -0.02 0.02 0.00 0.21
H -0.5165 -0.1981 -3.4931 0.07 0.34 0.19 -0.16
O -1.6503 2.6927 -1.1999 0.82 -2.22 -0.26 -0.98
H 2.2964 0.7165 3.1681 -0.02 0.03 0.00 0.21
C -0.0377 -4.9418 1.1875 0.00 0.02 -0.03 -0.22
C -2.3038 -0.0311 -1.0914 -0.07 -0.89 0.10 -0.87
C 1.9017 2.1726 4.6972 -0.02 0.02 -0.02 -0.22
C 0.8723 -5.0794 0.1459 -0.06 0.03 -0.02 -0.22
H 2.3853 -0.3245 -1.4785 -0.81 0.31 -0.16 0.23
C 0.5905 1.9310 2.6924 0.02 -0.05 0.04 -0.15
H -2.4881 -3.2702 -0.4512 0.04 0.00 0.00 0.22
C 1.2873 -0.0965 -1.5007 -0.23 -0.22 0.53 -0.72
H -1.9845 0.7148 -4.4796 -0.04 0.07 0.15 -0.09
C 0.0145 3.6163 4.3117 0.07 -0.07 -0.01 -0.22
N 0.7023 1.8170 -3.1348 -0.72 -0.24 1.55 -0.77
H 2.7316 1.8581 5.3195 -0.02 0.02 -0.02 0.20
H 1.2836 -4.6695 -1.9219 -0.03 0.02 0.02 0.21
C -1.5455 -3.7774 -0.2833 0.04 -0.03 0.03 -0.21
H -2.5853 0.1690 -0.0351 0.41 0.31 -0.71 0.24
```
Forces are in eV/Å.



No. 4
ORCA calculation (ωB97M-V/def2-TZVPD) on a molecular structure, C16H24IrNO.

Calculated values
Total charge   +1
2S+1   6
E_LUMO (alpha / beta)   -2.39 / -5.18 eV
HOMO energy (alpha / beta)   -10.1 / -11.6 eV
Kohn-Sham gap (alpha / beta)   7.70 / 6.43 eV
Molecular weight   438.59 g/mol

```
43
Properties=species:S:1:pos:R:3:forces:R:3:lowdin_spin:R:1
C -0.5467 -2.1945 1.1073 -0.09 -0.58 -0.14 0.18
H 2.7221 -1.6515 -0.8910 0.07 -0.03 -0.01 0.00
H 1.8949 2.5323 -0.1911 -0.04 0.13 0.04 0.01
H 2.2503 -1.3348 1.7276 0.01 -0.05 0.03 0.00
C 2.2269 -0.5573 0.9835 0.11 -0.07 0.12 0.17
H 0.2039 2.2420 3.7917 0.38 -0.55 0.06 0.00
C 0.1381 -0.0365 -3.5031 0.34 -0.53 0.10 0.03
C -2.0181 0.7599 -2.6382 -0.32 -0.18 0.42 0.04
H 2.5253 0.7377 -2.0571 0.02 0.01 -0.11 0.00
H -3.0562 -0.7157 -0.4866 -0.10 0.00 -0.02 0.01
H 1.5388 1.0384 4.1847 -0.61 0.17 -0.42 0.00
C 2.4807 -0.7249 -0.3977 -0.10 -0.39 -0.18 0.19
H -2.3858 -0.2059 -2.9792 0.00 -0.15 0.07 0.00
H 1.1475 0.2973 -3.7399 0.07 0.05 0.09 0.00
C 0.4448 1.2213 4.1442 -0.28 0.27 0.70 0.00
H -1.4509 -2.1457 -2.0875 -0.04 -0.02 -0.10 0.00
H -1.0105 -0.6805 5.0503 0.25 0.22 -1.03 0.00
C -1.7012 -1.3908 1.1415 -0.92 -0.83 -0.61 0.19
H -0.4439 0.0441 -4.4349 0.05 0.13 0.26 0.01
H -2.2738 1.4807 -3.4304 0.22 -0.13 0.14 0.01
H 1.7738 1.2582 2.1780 0.20 0.08 -0.40 0.01
C 1.9547 0.8053 1.2189 1.31 0.44 -0.46 0.19
H 0.2039 -1.0995 -3.2708 -0.03 -0.10 -0.06 0.00
H 0.9653 2.3904 -2.2327 0.04 -0.01 -0.09 0.00
C 2.3747 0.5341 -1.0140 0.05 0.29 -0.35 0.18
C -0.3246 -2.5854 -0.2317 0.42 -0.12 -0.02 0.18
H 0.1422 1.1528 5.2108 -0.07 0.05 -0.72 0.00
C -0.0697 2.2201 -2.5230 0.26 0.26 0.51 0.04
C -2.1893 -1.2731 -0.1824 -0.20 -0.27 0.12 0.17
H -1.3511 -1.6298 3.6751 0.37 0.76 -0.20 0.00
Ir 0.0400 -0.0847 -0.1652 -0.03 -0.02 -0.92 2.60
N -0.9515 -0.7547 4.0245 0.24 0.11 0.22 0.00
C -0.5129 0.7674 -2.3823 -0.15 0.43 -0.78 0.28
H 0.4813 -3.2078 -0.5837 0.00 -0.07 -0.01 0.00
C 2.0354 1.4793 -0.0275 0.26 0.03 0.17 0.19
H -2.5971 1.0419 -1.7615 -0.10 0.17 0.07 0.01
H -0.1601 2.5558 -3.5683 -0.08 -0.25 0.15 0.01
C -1.3425 -2.0235 -1.0260 -0.29 0.20 -0.33 0.17
C -0.2601 0.1798 3.2918 0.26 -1.10 -1.25 0.01
H -2.1462 -0.9721 2.0264 -0.24 0.11 -0.37 0.01
H -0.6904 2.8919 -1.9300 -0.04 0.05 0.10 0.00
O -0.1153 0.1114 2.0248 -1.30 1.54 5.26 0.10
H 0.0543 -2.4722 1.9564 0.11 -0.03 -0.04 0.01
```
Forces are in eV/Å.



Please write out number 3 again, unchanged.
ORCA calculation (ωB97M-V/def2-TZVPD) on 3 unconnected molecules or ions with the total composition C16H24INO2PS.

Calculated values
Total charge   -1
2S+1   1
E_LUMO   2.49 eV
HOMO energy   -5.0 eV
Kohn-Sham gap   7.50 eV
Molecular weight   452.32 g/mol

```
46
Properties=species:S:1:pos:R:3:forces:R:3:nbo_charge:R:1
S -2.0286 1.5278 -2.0620 -4.53 3.18 1.08 1.72
C 1.0838 3.2188 5.1066 -0.03 -0.03 -0.04 -0.22
C -0.2326 2.9712 3.1056 -0.03 0.03 0.02 -0.22
H -1.9510 -4.1730 1.7882 0.02 0.00 -0.02 0.21
H 1.2788 3.7243 6.0452 -0.01 -0.02 -0.02 0.20
C 0.5734 -4.5651 -1.1106 -0.03 -0.02 0.07 -0.20
O -3.4111 1.8510 -2.6012 2.07 -1.39 0.44 -1.00
H 2.4422 1.9956 -0.3276 -0.74 0.32 -0.11 0.18
H 0.7827 -0.9034 -2.0648 0.30 0.63 0.13 0.23
C 1.6566 1.5300 3.4892 -0.05 0.06 0.03 -0.24
H 0.4006 1.4327 1.7493 -0.01 0.06 0.01 0.21
C 1.1213 1.3494 -2.0271 0.98 1.16 0.76 0.35
C -1.2446 -4.2866 0.9745 0.04 -0.02 -0.06 -0.22
H -3.1577 -0.6019 -1.5339 0.65 0.80 0.00 0.24
H -1.4292 -0.7173 -1.1324 -0.34 0.69 0.12 0.23
H -0.6260 4.4292 4.6327 0.02 -0.02 -0.02 0.21
C -0.6373 -3.9179 -1.3260 0.00 0.01 0.00 -0.22
H 2.2753 3.1332 -1.6912 -0.53 -0.40 0.58 0.23
H 0.8958 3.0278 -0.5527 0.28 -0.67 -0.18 0.25
H -1.0665 3.2795 2.4861 0.06 -0.02 -0.03 0.23
H -1.1407 2.5437 -4.2418 0.30 -0.24 0.50 -0.05
H -0.8731 -3.5214 -2.3068 0.02 0.02 0.04 0.23
H 0.1946 -5.3446 2.1665 0.00 0.03 -0.03 0.21
I 0.4537 0.8451 -6.0236 0.40 -0.20 -0.98 -0.42
P -0.7878 1.1958 -3.8461 0.33 -1.13 -1.50 0.64
C 1.6972 2.4345 -1.0327 1.22 -0.47 -1.32 -0.69
H 0.9617 -0.1707 -0.4291 0.18 0.17 -0.82 0.21
H 1.8149 -5.5872 0.3131 -0.02 0.02 0.00 0.21
H -0.5165 -0.1981 -3.4931 0.07 0.34 0.19 -0.16
O -1.6503 2.6927 -1.1999 0.82 -2.22 -0.26 -0.98
H 2.2964 0.7165 3.1681 -0.02 0.03 0.00 0.21
C -0.0377 -4.9418 1.1875 0.00 0.02 -0.03 -0.22
C -2.3038 -0.0311 -1.0914 -0.07 -0.89 0.10 -0.87
C 1.9017 2.1726 4.6972 -0.02 0.02 -0.02 -0.22
C 0.8723 -5.0794 0.1459 -0.06 0.03 -0.02 -0.22
H 2.3853 -0.3245 -1.4785 -0.81 0.31 -0.16 0.23
C 0.5905 1.9310 2.6924 0.02 -0.05 0.04 -0.15
H -2.4881 -3.2702 -0.4512 0.04 0.00 0.00 0.22
C 1.2873 -0.0965 -1.5007 -0.23 -0.22 0.53 -0.72
H -1.9845 0.7148 -4.4796 -0.04 0.07 0.15 -0.09
C 0.0145 3.6163 4.3117 0.07 -0.07 -0.01 -0.22
N 0.7023 1.8170 -3.1348 -0.72 -0.24 1.55 -0.77
H 2.7316 1.8581 5.3195 -0.02 0.02 -0.02 0.20
H 1.2836 -4.6695 -1.9219 -0.03 0.02 0.02 0.21
C -1.5455 -3.7774 -0.2833 0.04 -0.03 0.03 -0.21
H -2.5853 0.1690 -0.0351 0.41 0.31 -0.71 0.24
```
Forces are in eV/Å.